Entry 1:
Formula: C22H16F3MoO3
Source: the OMol25 dataset
Level of theory: wB97M-V/def2-TZVPD

**Orbital gap**: 0.097 hartree
**Net charge**: +3
**DFT total energy**: -1440.2072 Eh
**2S+1**: 1

Last column: natural (NBO) charge in e.
Positions of all 45 atoms, in Å:
Mo: 1.05 -2.80 -1.66  0.183
F: -4.12 -1.07 3.74  -0.292
F: -4.77 1.02 3.82  -0.285
F: -3.47 0.21 5.41  -0.283
O: 3.59 -3.85 -3.53  -0.292
O: 1.59 -0.01 -3.22  -0.416
O: 3.19 -1.96 0.64  -0.374
C: -2.69 1.04 1.94  -0.068
C: 1.88 3.82 -2.68  0.073
C: 2.50 2.65 -0.66  -0.083
C: 2.66 -3.61 -2.89  0.588
C: 0.98 1.47 0.86  -0.515
C: 2.87 3.33 -1.81  -0.215
C: 1.15 2.41 -0.33  0.152
C: -2.50 0.61 3.26  0.048
C: 0.53 3.60 -2.36  -0.136
C: 1.36 -1.01 -2.66  0.612
C: -0.13 0.77 2.98  -0.115
C: -0.29 1.26 1.66  0.110
C: -1.00 -2.11 -1.21  -0.271
C: -0.52 -2.90 -0.10  -0.263
C: 0.16 2.96 -1.16  -0.147
C: -1.59 1.34 1.14  -0.215
C: -1.22 0.47 3.78  -0.171
C: 2.41 -2.29 -0.16  0.596
C: -0.59 -4.28 -1.99  -0.269
C: -0.28 -4.24 -0.58  -0.193
C: -3.70 0.20 4.06  0.947
C: -1.04 -2.96 -2.38  -0.223
H: -1.08 0.08 4.79  0.293
H: 0.01 -5.11 0.01  0.302
H: 0.87 0.63 3.40  0.258
H: -3.69 1.09 1.54  0.273
H: 3.93 3.48 -2.05  0.285
H: 1.79 1.70 1.59  0.323
H: -1.74 1.62 0.10  0.229
H: 3.28 2.26 0.00  0.256
H: -0.42 -2.56 0.93  0.273
H: 2.15 4.32 -3.61  0.278
H: -0.89 2.88 -0.90  0.235
H: -1.39 -2.69 -3.38  0.297
H: -0.24 3.96 -3.04  0.278
H: -0.56 -5.16 -2.63  0.308
H: -1.30 -1.06 -1.17  0.262
H: 1.25 0.47 0.49  0.367

---

Entry 2:
Formula: C22H16FN2O
Source: the OMol25 dataset
Level of theory: wB97M-V/def2-TZVPD

**Orbital gap**: 0.192 hartree
**Net charge**: +1
**DFT total energy**: -1132.2426 Eh
**2S+1**: 1
**Energy relative to the best compared isomer or geometry (same formula, charge and spin)**: 0.00 kJ/mol

Last column: natural (NBO) charge in e.
Positions of all 42 atoms, in Å:
F: 2.92 3.58 2.15  -0.305
O: 0.99 1.25 -2.32  -0.561
N: -2.60 1.11 -1.27  0.030
N: -1.74 0.43 -1.62  0.107
C: 0.94 -3.51 -3.10  -0.215
C: 2.99 -0.07 2.05  -0.211
C: 2.61 -1.22 -3.28  -0.169
C: 1.13 2.04 2.03  -0.159
C: 3.45 1.26 2.08  -0.143
C: 0.57 0.09 -2.37  0.512
C: -4.46 2.24 2.12  -0.072
C: -1.91 1.00 2.02  -0.093
C: 1.30 -1.13 -2.81  -0.105
C: 2.49 2.27 2.08  0.385
C: -2.04 2.42 2.02  -0.107
C: -3.30 3.01 2.07  -0.216
C: 3.09 -2.48 -3.67  -0.215
C: -0.90 -1.86 -2.19  -0.420
C: 0.66 0.68 2.00  -0.164
C: 1.64 -0.36 2.00  -0.087
C: -0.69 0.27 1.99  0.120
C: 2.26 -3.61 -3.57  -0.169
C: -4.36 0.83 2.11  -0.220
C: 0.47 -2.25 -2.71  0.001
C: -0.76 -0.39 -1.99  -0.161
C: -3.11 0.23 2.06  -0.108
H: 1.30 -1.40 1.99  0.230
H: -3.37 4.10 2.07  0.246
H: -1.16 3.05 1.95  0.214
H: 3.72 -0.88 2.06  0.248
H: -1.12 -2.38 -1.24  0.219
H: 4.51 1.50 2.12  0.262
H: -5.44 2.72 2.16  0.245
H: 3.21 -0.32 -3.34  0.236
H: -3.04 -0.87 2.04  0.228
H: -1.69 -2.11 -2.92  0.240
H: -0.82 -0.82 2.01  0.222
H: 0.29 -4.38 -3.02  0.225
H: 2.65 -4.59 -3.88  0.228
H: 0.45 2.88 2.03  0.230
H: 4.11 -2.57 -4.04  0.229
H: -5.26 0.23 2.13  0.245

---

Entry 3:
Formula: C22H16N5OPRhSSe2
Source: the OMol25 dataset
Level of theory: wB97M-V/def2-TZVPD

**Orbital gap (alpha / beta)**: 0.240 / 0.240 hartree
**Net charge**: +1
**DFT total energy**: -6849.6574 Eh
**2S+1**: 1
**Energy relative to the best compared isomer or geometry (same formula, charge and spin)**: 139.33 kJ/mol

Last column: natural (NBO) charge in e.
Positions of all 49 atoms, in Å:
Rh: -0.63 0.14 -1.00  0.763
Se: -0.90 -1.09 1.08  -0.086
Se: 1.11 -1.77 -1.71  -0.217
S: -4.57 -1.64 -2.45  0.437
P: 1.18 -1.34 0.42  0.998
O: 0.75 1.44 -1.92  -0.422
N: 2.32 4.63 -1.75  -0.194
N: -1.84 4.81 -0.06  -0.219
N: -0.14 2.24 -1.44  -0.061
N: -2.06 -2.55 -2.40  -0.773
N: -2.50 -0.37 -1.63  -0.507
C: -2.88 -1.52 -2.14  0.307
C: -0.99 4.22 -0.56  0.237
C: 1.61 1.11 1.67  -0.197
C: 4.03 -3.91 1.70  -0.192
C: 3.21 0.48 -0.04  -0.121
C: -5.93 1.94 -1.09  -0.197
C: 2.36 2.25 1.94  -0.198
C: 3.95 1.61 0.24  -0.209
C: 1.37 -3.35 2.34  -0.199
C: 2.06 -4.34 3.02  -0.195
C: -4.71 2.47 -0.67  -0.168
C: -3.59 0.49 -1.38  0.181
C: -3.54 1.75 -0.81  -0.260
C: 0.08 3.47 -1.17  -0.013
C: 3.53 2.49 1.24  -0.161
C: 2.03 -2.64 1.33  -0.351
C: 2.05 0.21 0.69  -0.489
C: -5.99 0.67 -1.65  -0.193
C: -4.81 -0.04 -1.79  -0.237
C: 3.35 -2.92 1.01  -0.206
C: 1.32 4.13 -1.49  0.216
C: 3.38 -4.62 2.70  -0.165
H: 4.85 1.82 -0.32  0.237
H: -4.68 3.46 -0.24  0.240
H: 5.06 -4.13 1.45  0.233
H: 3.85 -2.37 0.22  0.223
H: -2.60 2.16 -0.47  0.218
H: -6.84 2.51 -0.98  0.235
H: 3.91 -5.39 3.24  0.233
H: 1.56 -4.90 3.80  0.233
H: 3.52 -0.19 -0.83  0.222
H: 0.34 -3.14 2.58  0.224
H: -1.06 -2.45 -2.26  0.421
H: 2.03 2.94 2.71  0.234
H: 4.11 3.38 1.45  0.237
H: -6.94 0.25 -1.96  0.237
H: 0.71 0.91 2.24  0.239
H: -2.40 -3.37 -2.86  0.422

---

Entry 4:
Formula: C22H17B2Cl4F6O3S
Source: the OMol25 dataset
Level of theory: wB97M-V/def2-TZVPD

**Orbital gap**: 0.155 hartree
**Net charge**: -1
**DFT total energy**: -3962.4285 Eh
**2S+1**: 1
**Energy relative to the best compared isomer or geometry (same formula, charge and spin)**: 0.00 kJ/mol

Last column: natural (NBO) charge in e.
Positions of all 55 atoms, in Å:
Cl: 2.84 -0.86 -2.72  -0.269
Cl: 3.16 -0.81 0.34  -0.233
Cl: 3.28 1.82 -1.30  -0.220
Cl: -5.65 0.33 -1.34  0.058
S: 0.67 0.41 7.54  0.378
F: 3.30 -4.44 3.28  -0.334
F: 5.34 1.56 2.29  -0.332
F: 5.33 -3.78 3.83  -0.339
F: 4.25 2.61 3.89  -0.331
F: 4.59 -3.47 1.79  -0.334
F: 5.99 1.35 4.38  -0.340
O: -0.20 0.65 4.76  -0.708
O: -0.48 -1.67 4.15  -0.707
O: 1.04 0.30 -0.97  -0.533
C: 4.22 -3.44 3.10  0.980
C: 0.50 -2.13 7.16  -0.304
C: -1.20 -0.39 -0.94  -0.215
C: 2.69 0.38 4.22  -0.114
C: 1.91 -0.75 4.33  -0.239
C: -3.08 1.15 -1.28  -0.246
C: 0.75 -0.59 8.95  -0.243
C: 4.88 1.44 3.58  0.979
C: 3.99 0.25 3.73  -0.172
C: -1.61 -0.95 3.65  -0.073
C: 0.94 -0.05 10.33  -0.626
C: -1.71 0.93 -1.12  -0.097
C: 2.39 -1.99 3.99  -0.113
C: -3.97 0.06 -1.31  0.011
C: 4.49 -0.99 3.36  -0.185
C: 0.56 -0.97 6.44  -0.344
C: 0.63 -1.92 8.59  -0.274
C: -1.46 0.50 4.15  -0.079
C: 3.69 -2.11 3.50  -0.189
C: -2.10 -1.47 -1.12  -0.107
C: 0.20 -0.63 -0.67  0.532
C: -3.46 -1.25 -1.28  -0.250
B: 2.53 0.14 -1.15  0.379
B: 0.34 -0.69 4.82  0.754
H: 0.57 -1.59 -0.34  0.223
H: -4.16 -2.09 -1.37  0.239
H: 5.50 -1.08 2.94  0.227
H: -2.24 0.74 4.89  0.151
H: 0.94 -0.88 11.04  0.209
H: -1.52 1.23 3.33  0.151
H: 0.37 -3.12 6.72  0.210
H: 0.62 -2.72 9.32  0.193
H: -2.53 -1.42 4.01  0.157
H: 2.33 1.36 4.56  0.227
H: -1.68 -2.48 -1.22  0.235
H: 0.14 0.66 10.61  0.205
H: -1.02 1.76 -1.23  0.251
H: -1.62 -0.98 2.54  0.129
H: 1.90 0.47 10.40  0.209
H: 1.78 -2.88 4.15  0.224
H: -3.48 2.16 -1.37  0.239

---

Entry 5:
Formula: C22H17Br2CoN3O3SSe3Te
Source: the OMol25 dataset
Level of theory: wB97M-V/def2-TZVPD

**Orbital gap (alpha / beta)**: 0.166 / 0.165 hartree
**Net charge**: -2
**DFT total energy**: -15640.0072 Eh
**2S+1**: 2
**Energy relative to the best compared isomer or geometry (same formula, charge and spin)**: 18.36 kJ/mol

Last column: natural (NBO) charge in e.
Positions of all 53 atoms, in Å:
Te: 1.58 4.49 -0.99  -0.126
Br: 6.51 1.08 2.91  0.011
Br: -0.21 -1.70 1.99  -0.753
Se: -0.10 2.74 -1.20  -0.161
Se: 1.52 4.11 1.81  -0.333
Se: 0.00 2.47 1.86  -0.467
Co: 0.49 -0.22 0.06  0.912
S: -2.76 -0.16 -1.15  2.304
O: 1.78 0.82 -2.29  -0.616
O: -2.92 0.71 -2.30  -0.983
O: -3.74 -1.21 -1.02  -0.983
N: 1.19 -1.91 -1.02  -0.457
N: 2.36 0.20 0.97  -0.482
N: -1.26 -0.78 -1.08  -0.943
C: 0.70 -3.36 -2.88  -0.089
C: -2.95 0.30 1.54  -0.183
C: 4.28 1.61 1.21  -0.290
C: -2.92 0.86 0.28  -0.274
C: 2.00 -3.91 -2.75  -0.142
C: -3.21 1.12 2.63  -0.221
C: -3.48 3.00 1.19  -0.224
C: -0.97 -1.73 -2.03  0.197
C: -1.80 -2.16 -3.06  -0.289
C: 2.39 -2.42 -0.93  0.058
C: 0.33 -2.35 -1.97  0.206
C: -1.42 -3.17 -3.95  -0.172
C: 4.82 0.73 2.12  -0.022
C: -0.20 -3.79 -3.88  -0.290
C: -3.73 3.35 3.66  -0.625
C: 2.84 -3.45 -1.78  -0.273
C: -3.48 2.47 2.47  0.010
C: 1.02 0.88 -1.38  0.315
C: 4.12 -0.42 2.47  -0.315
C: -3.21 2.21 0.09  -0.174
C: 2.90 -0.64 1.87  0.055
C: 3.04 1.30 0.67  0.112
H: 3.04 -2.01 -0.17  0.195
H: -2.72 -0.74 1.68  0.259
H: -4.79 3.38 3.93  0.197
H: -3.18 2.99 4.53  0.215
H: -2.78 -1.73 -3.18  0.236
H: -3.18 0.69 3.63  0.203
H: 4.51 -1.12 3.19  0.223
H: 4.77 2.53 0.94  0.241
H: 2.31 -4.69 -3.44  0.195
H: 2.30 -1.50 2.12  0.250
H: 3.84 -3.84 -1.66  0.204
H: 0.10 -4.57 -4.57  0.190
H: -3.40 4.37 3.47  0.216
H: -3.18 2.61 -0.91  0.247
H: 2.60 1.99 -0.04  0.244
H: -3.65 4.06 1.05  0.200
H: -2.13 -3.46 -4.72  0.194